1.
C22H45BF3NO19PS | ωB97M-V with the def2-TZVPD basis set

Cartesian coordinates (Å):
C -0.819 3.862 0.023
P -1.781 3.809 -1.553
O -1.627 5.339 -2.186
C -0.703 2.628 -2.517
O -1.005 1.408 -1.773
O 0.627 2.829 -2.509
B 1.204 2.897 -3.901
C 2.139 4.235 -4.021
C 1.215 5.455 -4.091
C 1.866 6.794 -3.938
F 2.759 6.875 -2.919
F 2.484 7.266 -5.071
F 0.908 7.753 -3.662
O -0.043 3.019 -4.714
C -1.056 2.364 -4.058
S -0.923 0.576 -4.573
C -2.433 2.873 -4.530
N -2.371 4.281 -4.903
H -1.525 3.827 0.843
H -0.171 2.990 0.036
H -0.198 4.754 0.065
H -1.711 5.996 -1.493
H -1.939 1.489 -1.539
H 1.829 1.902 -4.254
H 2.690 4.293 -3.082
H 2.826 4.179 -4.862
H 0.519 5.375 -3.261
H 0.609 5.448 -4.992
H -0.123 0.062 -3.637
H -3.179 2.699 -3.760
H -2.702 2.257 -5.387
H -2.511 4.408 -5.890
H -3.033 4.835 -4.384
C 0.798 -0.468 1.232
O 0.077 -1.367 2.094
C -1.236 -1.391 1.883
O -1.837 -0.752 1.070
O -1.779 -2.273 2.741
C -3.198 -2.402 2.609
H 1.845 -0.544 1.511
H 0.681 -0.754 0.190
H 0.461 0.555 1.377
H -3.460 -2.756 1.614
H -3.691 -1.454 2.815
H -3.507 -3.137 3.347
C 3.987 5.872 -7.103
O 4.760 4.680 -7.314
C 5.485 4.675 -8.418
O 5.555 5.556 -9.238
O 6.145 3.513 -8.481
C 6.971 3.374 -9.632
H 3.452 5.731 -6.185
H 4.642 6.738 -7.018
H 3.279 6.011 -7.918
H 7.739 4.145 -9.653
H 6.375 3.419 -10.543
H 7.441 2.398 -9.557
C -0.460 -6.226 -2.908
O 0.256 -5.961 -1.701
C -0.510 -5.550 -0.692
O -1.703 -5.404 -0.727
O 0.273 -5.325 0.361
C -0.433 -4.859 1.514
H 0.277 -6.547 -3.637
H -1.190 -7.019 -2.755
H -0.954 -5.325 -3.267
H -1.161 -5.599 1.843
H -0.921 -3.918 1.303
H 0.304 -4.710 2.298
C -0.002 -2.379 5.180
O 1.179 -2.948 5.770
C 0.953 -3.997 6.542
O -0.121 -4.491 6.775
O 2.121 -4.425 7.027
C 2.020 -5.562 7.881
H 0.320 -1.540 4.577
H -0.499 -3.102 4.547
H -0.679 -2.026 5.957
H 1.601 -6.412 7.345
H 1.411 -5.334 8.755
H 3.031 -5.799 8.199
C -5.527 -3.135 10.684
O -4.765 -4.342 10.659
C -3.995 -4.476 9.577
O -3.911 -3.686 8.675
O -3.344 -5.630 9.674
C -2.467 -5.910 8.573
H -6.101 -3.153 11.606
H -4.872 -2.266 10.683
H -6.206 -3.091 9.835
H -1.691 -5.155 8.489
H -3.028 -5.974 7.643
H -2.009 -6.872 8.781

Charge: -1
Electronic energy in eV: -92893.3470
Multiplicity: 1

=====

2.
CH3N3P2 | ωB97M-V with the def2-TZVPD basis set

Cartesian coordinates (Å):
C 1.490 -0.347 -0.316
N 1.330 -1.582 -0.652
N 0.127 -1.875 -1.084
N -0.682 -0.963 -1.136
P -0.100 0.587 -0.696
P -1.218 0.623 1.198
H 2.378 0.139 -0.061
H -2.819 1.781 1.097
H -0.506 1.637 1.650

Energy above the lowest of the compared OMol25 structures with the same formula, charge and spin in kcal/mol: 44.8
Electronic energy in eV: -24128.5140
Multiplicity: 1

=====

Number 1: frontier orbital gap 0.2377 Eh, E_HOMO -4.749 eV. Number 2: frontier orbital gap 0.2975 Eh, E_HOMO -9.498 eV.